# C31H29N2O3

A 2-piece molecular cluster, C31H29N2O3 overall in a non-equilibrium geometry (ωB97M-V/def2-TZVPD, the Open Molecules 2025 dataset).

The geometry in XYZ format:
```
65
Properties=species:S:1:pos:R:3
C -6.434 4.748 -0.638
O -5.456 4.361 0.373
C -4.157 4.187 -0.017
C -3.249 3.548 0.885
C -1.964 3.246 0.459
C -1.489 3.769 -0.755
N -0.166 3.505 -1.088
C 0.593 2.658 -0.331
N 1.784 2.610 -0.981
C 2.920 1.845 -0.545
C 1.780 3.422 -2.127
C 0.566 4.000 -2.193
C -2.333 4.489 -1.610
C -3.685 4.615 -1.284
H -7.379 4.832 -0.096
H -6.189 5.713 -1.102
H -6.521 3.978 -1.417
H -3.576 3.273 1.887
H -1.270 2.632 1.049
H 2.657 1.310 0.378
H 3.226 1.116 -1.309
H 3.786 2.489 -0.346
H 2.623 3.479 -2.782
H 0.168 4.697 -2.902
H -1.961 4.915 -2.545
H -4.385 5.047 -2.002
C 0.352 -0.393 6.910
O -0.906 -0.510 6.203
C -0.919 -0.943 4.917
C -2.170 -0.859 4.255
C -2.244 -1.062 2.907
C -1.083 -1.390 2.139
C -1.251 -1.499 0.741
C -0.246 -1.718 -0.239
C -0.597 -2.340 -1.476
C 0.339 -2.537 -2.470
C 1.661 -2.123 -2.249
O 2.604 -2.348 -3.256
C 3.238 -3.599 -3.210
C 2.848 -4.565 -4.144
C 3.390 -5.840 -4.024
C 4.341 -6.114 -3.035
C 4.725 -5.124 -2.126
C 4.160 -3.853 -2.190
C 2.050 -1.519 -1.048
C 1.100 -1.287 -0.068
C 0.126 -1.651 2.852
C 0.220 -1.414 4.211
H 0.056 -0.037 7.898
H 0.850 -1.367 6.989
H 1.016 0.336 6.428
H -3.039 -0.581 4.843
H -3.198 -0.972 2.389
H -2.286 -1.485 0.387
H -1.628 -2.671 -1.628
H 0.094 -3.014 -3.416
H 2.120 -4.297 -4.912
H 3.077 -6.614 -4.728
H 4.799 -7.102 -2.983
H 5.476 -5.326 -1.359
H 4.404 -3.063 -1.476
H 3.099 -1.241 -0.909
H 1.380 -0.747 0.837
H 0.987 -2.057 2.330
H 1.163 -1.557 4.748
```

Properties
* HOMO energy: -9.645 eV
* gap between HOMO and LUMO: 4.45 eV
* 2S+1: 1
* total charge: +1
* total energy: -1533.57722 Ha
* ΔE to the lowest compared entry with this formula, charge and spin: 1.127 eV

***

# C36H87Cl2O30P5

A 11-piece molecular cluster, C36H87Cl2O30P5 overall in a non-equilibrium geometry (ωB97M-V/def2-TZVPD, the Open Molecules 2025 dataset).

The geometry in XYZ format:
```
160
Properties=species:S:1:pos:R:3
C -0.137 -5.103 -2.614
Cl -1.472 -4.255 -1.711
Cl 0.458 -6.530 -1.826
H -0.581 -5.319 -3.586
H 0.678 -4.393 -2.756
C -6.420 -5.012 -0.736
O -5.421 -4.605 0.297
P -5.008 -3.048 0.486
O -4.050 -2.656 1.555
O -6.451 -2.361 0.697
C -7.100 -2.834 1.894
O -4.685 -2.701 -1.094
C -4.063 -1.519 -1.361
H -7.404 -4.926 -0.277
H -6.305 -6.057 -1.026
H -6.345 -4.358 -1.605
H -7.989 -3.420 1.661
H -7.411 -1.938 2.433
H -6.579 -3.494 2.587
H -4.537 -1.251 -2.306
H -3.043 -1.747 -1.672
H -4.067 -0.787 -0.554
C 4.933 5.401 5.691
O 4.946 4.455 4.689
P 4.279 2.951 4.856
O 4.290 2.420 6.257
O 2.774 3.103 4.167
C 1.955 1.983 3.965
O 5.233 2.020 3.890
C 5.283 0.585 3.993
H 5.910 5.835 5.904
H 4.492 4.928 6.569
H 4.205 6.144 5.368
H 2.177 1.160 4.644
H 1.988 1.695 2.914
H 0.967 2.238 4.349
H 6.101 0.297 4.653
H 5.387 0.259 2.958
H 4.331 0.196 4.353
C 3.986 -3.004 -7.350
O 2.846 -3.744 -7.047
P 1.830 -3.507 -5.813
O 2.419 -3.235 -4.470
O 0.879 -2.338 -6.437
C -0.357 -2.007 -5.797
O 0.856 -4.811 -5.813
C 0.661 -5.673 -6.950
H 4.148 -2.984 -8.428
H 4.897 -3.430 -6.930
H 4.177 -2.039 -6.881
H -0.472 -0.923 -5.820
H -0.548 -2.510 -4.849
H -1.133 -2.336 -6.489
H 0.824 -5.283 -7.955
H -0.343 -6.097 -6.931
H 1.192 -6.624 -6.904
C -5.305 3.446 -0.786
O -3.969 3.842 -0.534
P -2.962 4.570 -1.572
O -2.724 3.860 -2.807
O -3.494 6.084 -1.721
C -3.570 6.844 -0.569
O -1.615 4.731 -0.768
C -1.137 3.693 0.015
H -5.663 3.662 -1.793
H -5.974 3.906 -0.059
H -5.397 2.368 -0.647
H -3.607 7.888 -0.882
H -2.627 6.806 -0.023
H -4.438 6.745 0.083
H -1.021 4.087 1.024
H -0.205 3.318 -0.407
H -1.869 2.885 0.050
C -0.010 2.013 -2.926
O 0.974 1.162 -2.339
P 0.452 -0.078 -1.438
O -0.605 -0.967 -1.962
O 0.046 0.628 -0.070
C -0.111 -0.124 1.225
O 1.780 -0.968 -1.046
C 2.477 -1.591 -2.128
H -0.125 3.006 -2.491
H -1.041 1.681 -2.804
H 0.137 2.294 -3.969
H 0.011 -1.207 1.220
H -1.141 -0.032 1.569
H 0.447 0.261 2.078
H 3.466 -1.149 -2.250
H 1.941 -1.548 -3.077
H 2.613 -2.656 -1.938
O -5.601 2.078 1.939
C -5.777 0.892 2.181
O -6.922 0.178 1.829
C -8.100 0.997 1.382
C -9.262 0.386 2.247
C -4.600 0.096 2.716
H -8.222 0.789 0.319
H -7.845 2.056 1.411
H -8.909 -0.145 3.131
H -9.708 -0.351 1.579
H -10.129 0.971 2.554
H -4.341 0.565 3.665
H -3.739 0.044 2.050
H -4.881 -0.936 2.926
O 0.652 -0.800 4.771
C 1.111 -1.887 5.093
O 1.369 -2.288 6.337
C 1.078 -1.517 7.462
C 2.362 -1.837 8.347
C 1.460 -2.886 4.034
H 0.166 -1.903 7.917
H 1.164 -0.444 7.290
H 2.603 -2.851 8.665
H 2.252 -1.359 9.321
H 3.203 -1.491 7.746
H 1.385 -3.949 4.263
H 2.495 -2.595 3.857
H 0.766 -2.721 3.211
O 3.361 -5.924 4.009
C 3.080 -6.584 2.998
O 2.998 -6.148 1.772
C 3.361 -4.835 1.371
C 2.130 -4.105 0.924
C 2.540 -7.972 3.186
H 4.014 -4.917 0.502
H 3.997 -4.403 2.144
H 1.687 -4.773 0.185
H 2.409 -3.123 0.543
H 1.340 -4.113 1.675
H 2.295 -8.315 2.181
H 1.749 -7.944 3.936
H 3.419 -8.572 3.419
O 1.586 5.489 -7.092
C 1.461 4.900 -6.002
O 0.376 4.322 -5.496
C -0.928 4.878 -5.891
C -1.295 6.093 -4.975
C 2.670 4.818 -5.132
H -1.631 4.077 -5.661
H -0.953 4.939 -6.979
H -0.773 6.977 -5.341
H -1.104 5.906 -3.918
H -2.365 6.115 -5.180
H 3.462 4.305 -5.677
H 2.455 4.160 -4.291
H 3.039 5.724 -4.649
O 4.457 3.892 -1.141
C 4.501 3.138 -0.222
O 5.482 3.080 0.663
C 6.647 3.747 0.391
C 7.676 3.463 1.411
C 3.341 2.164 0.098
H 6.458 4.819 0.339
H 7.049 3.461 -0.581
H 8.261 2.643 0.995
H 7.295 3.096 2.364
H 8.318 4.338 1.513
H 3.727 1.150 -0.008
H 2.640 2.205 -0.736
H 2.824 2.460 1.010
```

Properties
* HOMO energy (spin up / spin down): -11.483 / -11.483 eV
* gap between HOMO and LUMO (spin up / spin down): 9.54 / 2.22 eV
* 2S+1: 2
* expectation value of S²: 0.76
* total charge: +1
* total energy: -6308.20649 Ha

***

# C4H6N2

One molecule with the formula C4H6N2 in a non-equilibrium geometry (ωB97M-V/def2-TZVPD, the Open Molecules 2025 dataset).

The geometry in XYZ format:
```
12
Properties=species:S:1:pos:R:3
C -1.513 1.062 0.096
C -0.117 1.023 0.107
C -1.691 -1.267 0.037
C 1.789 -0.459 0.044
N -2.027 -0.122 -0.062
N 0.409 -0.165 0.233
H -2.129 1.954 0.027
H 0.555 1.833 -0.060
H -1.763 -2.288 -0.152
H 1.879 -1.101 -0.798
H 2.166 0.422 -0.344
H 2.442 -0.893 0.872
```

Properties
* HOMO energy: -7.411 eV
* gap between HOMO and LUMO: 8.23 eV
* 2S+1: 1
* total energy: -265.37948 Ha
* ΔE to the lowest compared entry with this formula, charge and spin: 4.248 eV

***

# C3H10N2O2

One molecule with the formula C3H10N2O2 in a non-equilibrium geometry (ωB97M-V/def2-TZVPD, the Open Molecules 2025 dataset).

The geometry in XYZ format:
```
17
Properties=species:S:1:pos:R:3
C 1.438 0.753 0.219
C 0.408 -0.379 0.277
C -0.139 -0.828 -1.090
N -0.715 0.192 -1.968
N -0.828 -0.129 1.173
O -0.462 -0.565 2.504
O -1.094 1.291 1.234
H 1.244 1.450 -0.602
H 2.441 0.340 0.070
H 1.466 1.337 1.145
H 0.906 -1.257 0.709
H 0.641 -1.380 -1.627
H -0.964 -1.528 -0.808
H -1.116 -0.262 -2.787
H 0.021 0.806 -2.313
H -1.188 -1.186 2.694
H -2.060 1.343 1.171
```

Properties
* HOMO energy: -9.284 eV
* gap between HOMO and LUMO: 10.23 eV
* SMILES: C[C@H](CN)N(O)O
* 2S+1: 1
* total energy: -380.17745 Ha
* ΔE to the lowest compared entry with this formula, charge and spin: 4.332 eV

***

# C5H8N2

One molecule with the formula C5H8N2 (ωB97M-V/def2-TZVPD, the Open Molecules 2025 dataset).

The geometry in XYZ format:
```
15
Properties=species:S:1:pos:R:3
C 1.057 -0.013 2.417
N 0.636 0.204 1.148
C 0.407 1.378 0.546
N -0.173 1.160 -0.704
C -0.251 -0.206 -0.879
C -0.947 -0.785 -2.064
C 0.326 -0.795 0.196
H 0.944 -1.025 2.781
H 0.837 0.807 3.090
H -1.010 1.692 -0.909
H 0.655 2.336 0.970
H -1.990 -0.443 -2.085
H -0.473 -0.474 -3.001
H -0.959 -1.877 -2.016
H 0.571 -1.830 0.389
```

Properties
* HOMO energy (spin up / spin down): -5.943 / -5.941 eV
* gap between HOMO and LUMO (spin up / spin down): 6.78 / 6.78 eV
* 2S+1: 1
* total energy: -304.73557 Ha
* ΔE to the lowest compared entry with this formula, charge and spin: 2.719 eV

***

# C24H43Cl2EuN4O4SeSi

C24H43Cl2EuN4O4SeSi as an isolated structure in a non-equilibrium geometry (ωB97M-V/def2-TZVPD, the Open Molecules 2025 dataset).

The geometry in XYZ format:
```
80
Properties=species:S:1:pos:R:3
C 3.658 0.731 -2.476
C 2.492 1.399 -3.140
H 4.275 0.180 -3.191
H 3.291 0.035 -1.706
H 4.303 1.469 -1.969
C 2.335 1.550 -4.466
C 3.316 1.118 -5.503
H 1.429 2.018 -4.855
H 4.156 0.533 -5.111
H 3.738 1.989 -6.023
H 2.821 0.515 -6.278
Eu -0.016 -0.362 0.262
Cl 2.438 -1.186 0.826
C -2.136 2.144 -0.470
O -2.084 0.897 -0.574
N -3.253 2.871 -0.609
C -4.544 2.263 -0.892
C -3.206 4.320 -0.548
H -1.232 2.741 -0.218
H -4.495 1.178 -0.757
H -4.861 2.503 -1.919
H -5.288 2.703 -0.215
H -2.194 4.643 -0.266
H -3.932 4.683 0.191
H -3.456 4.758 -1.524
H -2.714 -1.511 4.979
H -0.594 -1.016 6.082
C -2.241 -2.220 4.301
C -0.036 -1.636 5.363
N -0.833 -1.863 4.157
H -2.705 -2.155 3.316
C -0.254 -1.823 2.959
O -0.842 -2.039 1.869
H 0.897 -1.126 5.070
H 0.823 -1.554 2.952
H -2.326 -3.237 4.704
H 0.223 -2.585 5.855
H 1.859 -1.507 -3.238
H 0.187 -0.494 -5.030
C 1.092 -2.261 -3.017
C -0.444 -1.351 -4.751
N -0.222 -1.720 -3.360
H 1.124 -2.517 -1.953
C -1.199 -1.611 -2.458
O -1.069 -1.919 -1.246
H -1.502 -1.077 -4.869
H -2.150 -1.201 -2.851
H 1.291 -3.147 -3.634
H -0.201 -2.190 -5.415
O 0.856 0.726 -1.607
C 1.410 1.842 -2.159
C -0.758 2.406 -3.423
C 0.359 2.836 -2.699
H -0.906 1.335 -3.594
C -1.659 3.350 -3.930
H 1.969 2.398 -1.378
C 0.577 4.199 -2.506
H -2.535 3.016 -4.489
C -1.450 4.716 -3.723
C -0.316 5.139 -3.017
H 1.481 4.513 -1.978
H -2.160 5.456 -4.107
H -0.133 6.199 -2.856
Si 5.090 -4.605 2.090
Cl 5.955 -3.955 0.311
C 3.772 -5.832 1.548
C 4.506 -2.978 2.816
C 6.239 -5.456 3.321
H 3.181 -5.397 0.731
H 3.101 -6.088 2.379
H 4.253 -6.751 1.186
H 6.633 -6.402 2.924
H 5.691 -5.689 4.250
H 7.087 -4.811 3.592
H 3.906 -2.458 2.050
H 5.369 -2.338 3.049
H 3.878 -3.106 3.707
Se -3.427 0.923 3.468
C -1.838 1.098 2.701
N -0.783 1.170 2.155
```

Properties
* HOMO energy (spin up / spin down): -2.459 / -4.852 eV
* gap between HOMO and LUMO (spin up / spin down): 4.97 / 7.36 eV
* 2S+1: 8
* expectation value of S²: 15.76
* total charge: -1
* total energy: -5782.21152 Ha
* ΔE to the lowest compared entry with this formula, charge and spin: 0.000 eV

***

# C35H28BrN10O5PdSSe

C35H28BrN10O5PdSSe as an isolated structure (ωB97M-V/def2-TZVPD, the Open Molecules 2025 dataset).

The geometry in XYZ format:
```
82
Properties=species:S:1:pos:R:3
Pd 0.823 0.203 -1.066
Se 3.828 -0.017 -8.267
N 3.119 1.213 -7.201
C 2.736 0.593 -6.115
C 2.094 1.276 -4.996
C 1.882 2.653 -5.013
C 1.267 3.256 -3.938
C 0.868 2.461 -2.877
N 1.074 1.142 -2.849
C 1.697 0.527 -3.884
C 1.957 -0.926 -3.824
N 1.571 -1.576 -2.716
C 1.788 -2.881 -2.639
C 2.402 -3.615 -3.651
C 2.806 -2.954 -4.788
C 2.578 -1.580 -4.891
C 2.972 -0.814 -6.067
N 3.547 -1.341 -7.117
H 2.200 3.220 -5.878
H 1.088 4.321 -3.909
H 0.355 2.887 -2.026
H 1.458 -3.373 -1.730
H 2.553 -4.679 -3.537
H 3.293 -3.469 -5.606
Br 5.591 4.820 9.026
C 5.190 3.385 7.984
C 6.024 2.245 8.028
C 5.729 1.183 7.232
C 4.598 1.243 6.346
C 3.732 2.395 6.352
C 4.027 3.442 7.157
N 4.429 0.194 5.582
N 3.506 -0.027 4.763
C 3.371 0.105 3.500
C 4.413 0.701 2.654
C 4.223 0.905 1.345
C 2.955 0.545 0.721
O 2.726 0.766 -0.473
C 1.928 -0.137 1.536
N 0.817 -0.524 0.865
C -0.113 -1.201 1.521
C 0.016 -1.507 2.879
C 1.137 -1.104 3.568
C 2.126 -0.394 2.877
H 6.878 2.230 8.691
H 6.333 0.285 7.238
H 2.841 2.399 5.737
H 3.392 4.316 7.201
H 5.358 0.956 3.119
H 4.990 1.330 0.711
H -0.974 -1.520 0.949
H -0.765 -2.069 3.372
H 1.261 -1.343 4.616
C -9.297 -2.030 0.254
C -7.797 -2.094 -0.019
S -7.109 -0.465 0.114
O -7.437 0.282 -1.074
O -7.393 0.075 1.415
C -5.305 -0.721 0.076
C -4.687 0.245 -0.925
N -3.323 -0.155 -1.337
C -2.194 0.454 -0.934
N -1.131 -0.159 -1.465
C -1.586 -1.201 -2.228
C -2.937 -1.200 -2.147
N -3.830 -2.116 -2.823
O -5.013 -2.040 -2.561
O -3.297 -2.916 -3.555
C -2.153 1.682 -0.097
H -9.709 -3.036 0.198
H -9.802 -1.415 -0.489
H -9.494 -1.632 1.247
H -7.569 -2.425 -1.033
H -7.271 -2.707 0.716
H -5.113 -1.758 -0.196
H -4.986 -0.530 1.100
H -4.596 1.237 -0.494
H -5.314 0.329 -1.807
H -0.942 -1.855 -2.788
H -2.462 2.551 -0.680
H -1.134 1.846 0.250
H -2.814 1.610 0.766
```

Properties
* HOMO energy (spin up / spin down): -14.993 / -14.993 eV
* gap between HOMO and LUMO (spin up / spin down): 4.68 / 4.68 eV
* 2S+1: 1
* total charge: +3
* total energy: -7774.81284 Ha
* ΔE to the lowest compared entry with this formula, charge and spin: 0.503 eV

***

# C4H7OP

C4H7OP as an isolated structure in a non-equilibrium geometry (ωB97M-V/def2-TZVPD, the Open Molecules 2025 dataset).

The geometry in XYZ format:
```
13
Properties=species:S:1:pos:R:3
C -0.980 -0.805 -0.630
C -0.965 -0.657 0.875
C -0.645 0.513 0.046
C 0.741 0.938 -0.129
O 3.302 0.135 0.266
P 2.013 -0.422 -0.079
H -0.199 -1.366 -1.062
H -1.953 -1.162 -1.097
H -1.847 -0.794 1.406
H -0.224 -1.025 1.458
H -1.488 1.175 -0.083
H 1.175 1.834 0.367
H 1.072 1.636 -1.338
```

Properties
* HOMO energy: -9.139 eV
* gap between HOMO and LUMO: 8.71 eV
* 2S+1: 1
* total energy: -573.09703 Ha
* ΔE to the lowest compared entry with this formula, charge and spin: 2.673 eV

***

# C2HF

A 2-piece molecular cluster, C2HF overall in a non-equilibrium geometry (ωB97M-V/def2-TZVPD, the Open Molecules 2025 dataset).

The geometry in XYZ format:
```
4
Properties=species:S:1:pos:R:3
C 0.850 -0.005 0.064
C -0.347 -0.257 0.105
F -2.323 -0.023 0.045
H 1.820 0.285 -0.214
```

Properties
* HOMO energy (spin up / spin down): -10.872 / -11.848 eV
* gap between HOMO and LUMO (spin up / spin down): 11.63 / 7.43 eV
* 2S+1: 3
* expectation value of S²: 2.01
* total energy: -176.37042 Ha
* ΔE to the lowest compared entry with this formula, charge and spin: 0.000 eV

***

# C2F3O2S

An isolated ion of composition C2F3O2S and charge -1 in a non-equilibrium geometry (ωB97M-V/def2-TZVPD, the Open Molecules 2025 dataset).

The geometry in XYZ format:
```
8
Properties=species:S:1:pos:R:3
C 1.208 0.156 0.554
C 0.234 -0.540 -0.085
O 0.320 -1.679 -0.665
O -1.940 1.056 0.454
F 2.428 0.359 0.107
F 0.900 1.400 1.080
F -1.622 -0.446 -1.556
S -1.528 -0.306 0.112
```

Properties
* HOMO energy (spin up / spin down): -3.386 / -3.387 eV
* gap between HOMO and LUMO (spin up / spin down): 7.11 / 7.11 eV
* 2S+1: 1
* total charge: -1
* total energy: -924.45980 Ha
* ΔE to the lowest compared entry with this formula, charge and spin: 0.409 eV

***

Number 8 is which compound?
C4H7OP